14 unconnected molecules or ions with the total composition C64H134B5F20N13 at a distorted geometry, computed with ωB97M-V with the def2-TZVPD basis set.

```
236
Properties=species:S:1:pos:R:3:forces:R:3
C 16.625203 22.065333 23.371278 -0.9 0.6 -0.1
C 17.844435 21.194101 23.124135 -0.1 0.8 -0.9
N 17.943479 20.831609 21.685259 2.6 0.5 1.4
C 17.242315 19.876457 21.066060 -0.9 -0.8 -1.0
C 17.731056 19.808700 19.803391 -1.2 -1.1 -0.3
N 18.765159 20.675740 19.700435 1.0 -0.1 -1.2
C 18.989554 21.170962 20.886091 -0.3 1.9 0.8
C 19.730717 20.680335 18.571637 0.1 -1.1 0.4
H 16.518983 22.961721 22.743572 0.6 -0.2 0.0
H 16.550133 22.437110 24.398819 0.3 -0.3 -0.1
H 15.692995 21.528509 23.166333 0.2 -0.3 0.1
H 17.754924 20.285181 23.691821 0.2 -0.5 0.2
H 18.790731 21.687674 23.333154 -0.1 0.0 0.3
H 16.515729 19.237907 21.548281 -0.1 0.4 0.0
H 17.417143 19.136200 19.026713 0.1 0.1 -0.2
H 19.871515 21.805027 21.069889 -0.9 -0.4 0.4
H 20.286834 21.595951 18.369038 -0.5 0.2 0.5
H 19.218377 20.331717 17.678110 -0.1 0.2 0.0
H 20.425529 19.906517 18.882825 0.5 0.0 -0.4
C 19.968906 17.542402 23.313074 -1.1 -0.3 1.1
C 19.753365 16.504682 24.426040 0.9 0.5 0.0
N 19.019599 17.094574 25.617711 1.4 -0.8 -2.4
C 19.568590 18.043754 26.440642 0.5 -0.3 0.0
C 18.553144 18.571560 27.142116 -0.9 0.3 0.2
N 17.388173 17.999735 26.655690 -0.7 -1.2 0.2
C 17.719084 17.077856 25.743748 -1.1 0.6 0.1
C 16.009623 18.117790 27.225430 1.6 0.5 -0.6
H 20.637792 17.172535 22.540471 0.0 0.0 0.2
H 20.392408 18.420464 23.780719 0.3 0.3 -0.3
H 18.993718 17.810130 22.909545 0.0 0.1 -0.3
H 20.759127 16.231061 24.764560 -0.4 -0.3 0.3
H 19.243729 15.629864 24.026392 -0.3 -0.1 0.5
H 20.628479 18.231283 26.431048 0.0 0.1 0.1
H 18.530937 19.263578 27.963213 0.1 0.2 -0.1
H 17.010918 16.521061 25.128044 0.4 0.2 0.4
H 15.304237 17.694141 26.527464 -0.1 0.1 -0.3
H 15.892176 19.191955 27.323529 -0.6 -0.1 0.5
H 15.999813 17.548060 28.137521 -0.2 0.2 0.5
C 25.897257 13.251429 14.445939 0.3 -2.4 -0.4
C 25.896687 12.315660 15.675820 -0.5 1.1 0.0
N 24.524545 11.875663 16.089171 1.8 0.1 -0.5
C 23.979880 12.181040 17.279696 -0.9 -0.1 0.9
C 22.842570 11.429135 17.394630 0.5 0.8 1.9
N 22.811780 10.610707 16.316641 -2.2 -0.8 -0.2
C 23.809965 10.919691 15.522897 0.8 -0.8 -1.3
C 21.705363 9.636321 16.073639 1.1 0.7 -0.4
H 26.953610 13.426814 14.178628 -0.6 0.3 0.1
H 25.313583 14.153645 14.562470 0.1 0.2 0.2
H 25.474218 12.601974 13.654415 0.1 0.8 -0.2
H 26.253868 12.902219 16.501489 0.2 0.0 0.6
H 26.535893 11.436378 15.595222 -0.2 0.1 -0.3
H 24.452755 12.833803 17.984330 -0.1 0.3 0.0
H 22.173744 11.409264 18.267567 0.3 -0.3 -0.9
H 24.121529 10.366214 14.640547 -0.3 0.3 0.2
H 21.981406 9.011616 15.243293 0.2 -0.3 -0.3
H 20.796274 10.156191 15.823943 -0.3 0.3 0.1
H 21.602737 9.040181 16.953470 -0.2 -0.3 0.5
C 17.002774 8.232614 25.255283 0.7 0.6 -0.6
C 18.219679 8.606563 26.073064 0.4 0.6 -0.2
N 19.284484 9.456449 25.424059 -2.5 -0.8 1.6
C 20.268756 9.005204 24.660092 0.7 -2.8 -1.8
C 21.242863 9.904546 24.564491 0.2 0.6 -0.8
N 20.747885 10.987932 25.245227 2.5 1.4 -0.5
C 19.631846 10.668848 25.801394 -1.4 0.4 0.9
C 21.445492 12.271243 25.455743 0.1 -0.5 1.3
H 16.563763 7.413267 25.802166 -0.5 -0.3 -0.1
H 17.274589 7.928183 24.239114 -0.1 -0.2 0.2
H 16.318476 9.080833 25.201878 -0.1 -0.1 -0.1
H 18.720113 7.704376 26.409065 0.2 0.1 0.2
H 17.853366 9.177280 26.921793 0.4 -0.1 0.3
H 20.211367 8.076026 24.123753 0.0 -0.3 0.2
H 22.143031 9.843835 23.969009 0.1 0.5 0.1
H 19.177424 11.251620 26.558009 -0.6 0.4 0.4
H 20.712281 13.046676 25.688818 0.0 -0.1 -0.2
H 22.038722 12.509680 24.589653 0.1 0.0 -0.2
H 22.069884 12.117398 26.347209 0.0 0.3 -0.4
C 15.943401 14.805796 17.814365 -0.3 0.4 0.3
C 17.037425 15.342381 18.712769 0.4 1.7 0.2
C 18.356206 14.704289 18.432808 0.0 -0.4 -0.5
N 19.461271 15.040559 19.339756 0.4 -0.1 1.7
C 19.715208 16.510893 19.495420 0.1 -0.1 -0.2
C 20.702805 14.247124 18.841641 -1.1 0.9 -0.6
C 21.267341 13.620609 20.077498 0.4 0.1 -0.4
C 20.029023 13.208952 20.857194 -0.2 0.3 0.2
C 19.218797 14.468165 20.815455 -0.3 0.2 -2.0
H 15.643376 13.799414 18.083005 0.2 -0.4 -0.2
H 16.329157 14.834065 16.800816 -0.1 -0.3 -0.4
H 15.039310 15.424515 17.843315 0.2 0.0 0.1
H 16.874942 15.264830 19.777490 -0.7 0.0 0.3
H 17.171346 16.428615 18.521188 -0.3 -0.4 0.2
H 18.726089 15.022694 17.460102 -0.1 -0.2 -0.4
H 18.241915 13.617046 18.434342 0.2 0.1 -0.1
H 19.934200 17.018134 18.552773 -0.1 -0.4 0.0
H 20.589607 16.645529 20.118350 0.2 -0.1 0.0
H 18.867062 16.958242 20.002919 -0.1 0.0 0.1
H 21.278707 14.906764 18.200924 0.3 0.1 0.8
H 20.248701 13.587821 18.117508 0.1 -1.0 0.2
H 21.861809 14.373750 20.605448 0.0 -0.2 0.1
H 21.939654 12.811670 19.823588 0.0 0.0 0.2
H 20.265594 13.032482 21.902975 0.0 -0.6 -0.2
H 19.486463 12.368188 20.385156 0.4 0.2 0.3
H 19.602609 15.232392 21.468432 0.1 0.2 0.3
H 18.149785 14.344324 20.949111 0.0 0.2 0.1
C 9.559319 18.740826 11.766122 0.9 -0.4 0.7
C 10.916472 18.106412 12.137525 0.9 -0.4 -0.8
C 11.323950 18.348357 13.567573 0.0 1.6 0.2
N 12.740666 17.930906 13.896831 -0.8 0.7 0.8
C 13.010857 16.513685 13.570840 0.6 0.0 -0.7
C 13.003612 18.220337 15.379688 -0.2 0.0 -0.3
C 14.511168 18.463473 15.476200 -0.1 0.3 0.2
C 14.982466 18.700396 14.015923 1.1 0.0 0.4
C 13.733999 18.800617 13.183942 0.2 -0.3 -1.1
H 9.667644 19.836671 11.705453 -0.2 -0.5 0.1
H 8.935290 18.445280 12.610258 -0.7 0.4 -0.4
H 9.181898 18.341040 10.818805 0.0 0.1 0.4
H 11.695812 18.492439 11.433710 -0.4 -0.4 0.5
H 10.931575 17.009705 12.108316 -0.5 0.1 -0.9
H 10.653546 17.860595 14.288863 0.2 0.1 -0.2
H 11.349875 19.442536 13.738437 -0.3 -0.5 0.3
H 12.401049 15.827197 14.155140 0.0 0.2 0.0
H 14.077808 16.345911 13.710882 -0.1 -0.2 0.4
H 12.847613 16.386194 12.499489 -0.2 -0.1 0.2
H 12.637240 17.399252 15.981193 0.0 -0.4 -0.1
H 12.362416 19.075484 15.654655 0.6 -0.1 -0.3
H 15.076126 17.618729 15.851313 -0.3 -0.4 0.2
H 14.668334 19.247262 16.223755 0.2 0.2 -0.6
H 15.642117 17.864413 13.741724 -0.5 0.0 -0.2
H 15.655796 19.538262 13.866662 -0.3 0.5 0.2
H 13.796874 18.423405 12.161045 0.4 -0.2 0.2
H 13.387928 19.821571 13.020221 -0.3 0.0 0.7
C 17.057465 10.526981 21.940062 -0.5 -0.4 -0.4
C 16.423146 11.804638 22.492488 0.6 -0.1 0.8
C 14.919414 11.567879 22.564128 0.5 0.1 0.4
N 14.010525 12.692734 22.937970 -0.9 0.3 -1.1
C 14.207290 13.181480 24.285247 0.2 1.1 1.3
C 12.581411 12.160133 22.739933 0.9 0.5 0.3
C 12.345441 12.260609 21.226022 -0.5 -0.6 -0.1
C 13.417341 13.208486 20.689394 0.5 1.3 0.5
C 14.079251 13.845702 21.961071 1.1 -1.7 -1.7
H 16.728425 9.668636 22.535467 0.1 0.1 0.0
H 18.139431 10.533500 21.940913 0.2 0.2 0.1
H 16.732376 10.314567 20.910781 0.1 0.2 0.2
H 16.720864 12.678910 21.906733 -0.2 -0.1 0.0
H 16.855300 11.944127 23.507811 -0.4 0.2 -0.5
H 14.700950 10.821401 23.320605 0.1 -0.3 0.1
H 14.564942 11.180925 21.621631 -0.1 -0.1 -0.3
H 13.615200 14.111833 24.392107 0.3 -0.6 0.1
H 15.253925 13.469595 24.435963 -0.3 -0.2 -0.1
H 13.897497 12.453753 25.035229 0.0 -0.1 -0.2
H 11.992430 12.806088 23.379239 -0.5 0.1 -0.3
H 12.581624 11.171832 23.184513 -0.3 -0.2 -0.2
H 11.334681 12.603419 20.979722 0.2 0.1 0.3
H 12.420693 11.270863 20.757298 0.1 0.1 0.2
H 13.015741 13.985439 20.037476 -0.1 0.0 0.2
H 14.190363 12.719935 20.101357 0.0 -0.3 0.0
H 13.605759 14.712688 22.355799 -0.6 0.4 0.4
H 15.146243 14.081771 21.809296 -0.6 0.1 0.1
C 14.271855 12.965217 14.357729 0.0 0.3 -1.0
C 13.748412 11.525644 14.467205 1.2 1.4 0.0
C 14.225570 11.025663 15.799416 -0.6 0.9 -0.3
N 13.565953 9.800900 16.215516 -0.5 -1.8 2.2
C 13.890829 8.624925 15.301686 0.3 0.4 0.6
C 12.040259 9.860459 16.406964 0.3 0.9 0.2
C 11.800164 9.497462 17.865021 0.1 -0.7 0.7
C 13.047553 8.787440 18.411300 0.3 -0.5 -0.8
C 14.143130 9.555400 17.670639 0.0 -0.5 0.2
H 14.066972 13.286502 13.325420 -0.2 0.3 0.3
H 15.364511 12.978186 14.431460 -0.2 -0.1 0.4
H 13.830589 13.674559 15.075594 0.1 -0.3 -0.2
H 14.138825 11.060093 13.573773 0.0 -0.8 0.0
H 12.674673 11.547752 14.447728 -0.6 -0.2 -0.2
H 13.931520 11.837898 16.494492 0.1 -0.6 0.1
H 15.277077 10.842110 15.981296 0.1 0.3 -0.7
H 13.579939 7.670331 15.748224 0.0 0.5 0.0
H 14.966911 8.628423 15.139364 0.0 -0.1 0.0
H 13.373745 8.775278 14.364356 -0.1 0.0 -0.2
H 11.561457 9.231958 15.648914 0.2 0.0 0.4
H 11.687197 10.896530 16.278119 0.3 -0.4 -0.3
H 10.902421 8.923894 18.001007 -0.5 -0.3 0.0
H 11.696733 10.387551 18.480258 -0.2 0.3 -0.2
H 13.171881 7.723263 18.161969 -0.6 0.2 -0.3
H 13.084251 8.742732 19.507679 0.2 0.7 -0.3
H 15.087084 9.005199 17.580750 -0.2 0.2 -0.2
H 14.369860 10.536943 18.127774 -0.3 -0.4 -0.5
C 21.538182 14.061673 15.063843 -1.2 -0.4 -0.3
C 20.228490 14.773200 14.547027 1.3 0.7 0.7
C 19.680811 13.891099 13.511761 -1.0 -0.6 -0.4
N 18.373681 14.344612 12.778859 1.3 0.1 -0.1
C 17.468163 15.020589 13.740239 -0.5 -0.1 -0.7
C 17.812936 13.099393 12.177388 0.3 -0.6 -0.4
C 18.625853 12.872534 10.884487 0.3 0.7 0.3
C 19.196991 14.271028 10.480281 -0.4 -0.8 0.2
C 18.754396 15.215317 11.575488 -0.2 0.4 0.7
H 21.226426 13.086333 15.505496 0.5 0.6 0.0
H 22.093197 14.670583 15.753404 -0.1 0.2 0.6
H 22.248798 13.871565 14.244969 -0.4 0.0 0.0
H 20.539337 15.722874 14.121491 -0.1 0.4 0.1
H 19.454637 14.949978 15.316329 0.8 -0.1 0.1
H 19.447005 12.961274 14.002695 -0.4 -0.5 0.0
H 20.420142 13.667463 12.770462 0.2 0.1 -0.7
H 16.628701 15.414507 13.145763 0.1 -0.2 0.3
H 18.013486 15.845903 14.174462 -0.1 0.2 0.2
H 17.110348 14.306215 14.495295 0.3 0.2 -0.2
H 16.758039 13.156424 11.959339 -0.4 0.6 0.1
H 17.943322 12.380204 12.980204 -0.2 -0.5 -0.4
H 18.083769 12.461730 10.042852 -0.4 -0.3 0.2
H 19.468807 12.233137 11.092010 0.1 -0.4 0.0
H 18.822341 14.592575 9.515548 0.0 0.1 -0.1
H 20.270471 14.168503 10.398287 0.2 0.4 0.0
H 17.872586 15.812122 11.330360 0.0 -0.3 -0.1
H 19.519754 15.921596 11.875815 0.2 0.0 0.2
B 21.739144 19.272990 21.443318 1.5 2.0 1.6
F 20.957759 20.127721 22.486701 0.9 -0.9 -1.1
F 20.727879 18.755093 20.663743 -0.4 -0.3 -0.7
F 22.595858 20.174033 20.731520 -1.4 -1.1 0.7
F 22.478465 18.276281 22.111267 -0.8 0.8 -0.6
B 23.226248 16.112714 17.961690 0.8 0.3 3.1
F 21.928915 16.548064 17.518726 0.3 -0.8 -0.5
F 24.143435 17.005701 17.619849 1.2 1.5 -1.4
F 23.238900 16.081605 19.413402 -1.1 -0.2 -0.5
F 23.691971 14.829882 17.611813 -1.1 -0.5 -1.1
B 15.728941 16.638168 22.797185 -0.3 0.4 0.0
F 16.734918 15.827042 22.387830 1.7 -2.1 -0.7
F 14.961019 16.003696 23.754512 -0.8 -0.8 1.1
F 16.296517 17.742638 23.333922 0.9 2.1 1.2
F 14.977190 17.000047 21.732849 -1.4 0.3 -1.7
B 17.705726 11.407871 16.459064 0.7 -0.3 -0.2
F 18.813053 11.952676 17.058476 0.7 0.8 0.8
F 18.062896 10.153385 16.030283 -0.4 -1.1 -0.3
F 16.596243 11.379787 17.315078 -0.1 0.1 0.6
F 17.385894 12.184048 15.336085 -0.5 0.8 -0.8
B 22.620758 11.373086 21.895492 0.5 0.0 0.9
F 22.018810 12.379157 22.634117 -0.8 1.8 0.7
F 23.362839 10.690777 22.829845 1.1 -1.4 0.8
F 21.611184 10.599481 21.399876 -1.2 -1.2 -1.0
F 23.429478 11.866032 20.938822 0.9 0.5 -1.5
```
Forces are in eV/Å.

2S+1 = 1
Kohn-Sham gap = 8.51 eV
Net charge = +4
Largest force on an atom = 0.0660 hartree/bohr